{
  "formula": "C4H15N2OS",
  "method": "wB97M-V/def2-TZVPD",
  "total_charge": 1,
  "homo_energy_ha": -0.439,
  "largest_force_ha_per_bohr": 0.0267,
  "lumo_ev": -3.0,
  "symbols": ["C", "N", "C", "C", "S", "C", "N", "H", "H", "H", "H", "H", "H", "H", "H", "H", "H", "H", "H", "H", "H", "H", "O"],
  "xyz": [[1.491, -0.841, 0.726], [0.334, -1.270, -0.044], [0.427, -0.975, -1.485], [-0.869, -1.330, -2.157], [-1.089, -3.142, -2.331], [1.341, 0.632, 1.062], [-0.052, 0.786, 1.605], [2.420, -1.098, 0.228], [1.503, -1.377, 1.672], [0.025, -2.215, 0.124], [1.229, -1.576, -1.916], [0.653, 0.089, -1.609], [-1.727, -0.967, -1.592], [-1.027, -0.898, -3.137], [-2.427, -3.140, -2.324], [1.450, 1.331, 0.236], [2.035, 0.892, 1.863], [-0.237, 1.791, 1.724], [-0.180, 0.173, 2.409], [-0.635, 0.319, 0.887], [-2.314, 4.217, 1.091], [-0.927, 4.680, 1.646], [-1.426, 3.920, 1.322]],
  "forces_ev_per_a": [[-0.52, -0.68, -0.23], [-0.40, 0.82, -0.06], [0.03, -0.52, 0.46], [-1.32, -0.13, -0.36], [0.29, 0.00, 0.20], [0.46, -0.15, 0.61], [0.52, 0.02, -0.91], [0.40, 0.37, -0.08], [-0.02, -0.20, 0.11], [0.21, -0.19, -0.04], [0.29, 0.20, -0.25], [-0.01, -0.14, -0.11], [0.14, 0.06, 0.33], [0.61, 0.20, -0.24], [0.01, 0.03, 0.03], [-0.04, -0.12, -0.05], [0.01, 0.19, -0.19], [-0.69, -0.37, 0.37], [-0.01, 0.62, 0.51], [-0.14, 0.22, -0.15], [0.25, 0.13, 0.12], [-0.34, 0.07, -0.11], [0.28, -0.44, 0.05]],
  "lowdin_charge": [-0.202, -0.106, -0.290, -0.546, 0.720, -0.129, 0.185, 0.131, 0.129, 0.102, 0.117, 0.120, 0.069, 0.070, -0.137, 0.130, 0.135, 0.143, 0.170, 0.147, 0.053, 0.049, -0.061]
}



{
  "formula": "C4H15N3O",
  "method": "wB97M-V/def2-TZVPD",
  "homo_energy_ha": -0.240,
  "largest_force_ha_per_bohr": 0.0390,
  "lumo_ev": 0.2,
  "symbols": ["C", "N", "C", "N", "H", "H", "H", "H", "H", "H", "H", "H", "H", "C", "N", "C", "O", "H", "H", "H", "H", "H", "H"],
  "xyz": [[2.645, -0.601, 0.653], [3.444, -1.561, -0.062], [1.344, -0.354, -0.111], [0.522, 0.682, 0.554], [3.150, 0.360, 0.790], [2.363, -0.908, 1.682], [4.291, -1.773, 0.445], [2.953, -2.431, -0.209], [0.740, -1.255, -0.132], [1.554, -0.033, -1.128], [-0.527, 0.938, -0.047], [0.217, 0.348, 1.471], [1.019, 1.562, 0.665], [-2.869, 1.511, -0.001], [-1.738, 0.872, -0.689], [-1.928, -0.628, -0.696], [-3.083, -1.045, -1.130], [-3.801, 1.310, -0.531], [-2.717, 2.593, 0.015], [-2.987, 1.131, 1.014], [-1.795, 1.231, -1.636], [-1.728, -0.924, 0.382], [-1.071, -1.025, -1.300]],
  "forces_ev_per_a": [[-0.97, 0.11, 0.55], [0.47, 0.17, -0.10], [0.32, 0.25, 0.36], [0.23, 0.04, 0.49], [0.34, -0.13, -0.31], [0.08, -0.06, -0.21], [0.10, -0.04, -0.04], [-0.14, -0.07, 0.05], [-0.05, -0.09, -0.17], [-0.05, -0.04, -0.06], [-1.16, -0.17, -0.87], [0.16, 0.19, -0.14], [0.15, -0.16, 0.13], [-0.23, 0.40, -0.07], [0.42, 0.86, 0.81], [-0.93, -1.66, -0.62], [0.14, 0.47, 0.12], [0.08, -0.19, 0.02], [0.03, -0.04, 0.17], [0.19, -0.04, 0.00], [0.28, -0.35, -0.27], [0.26, 0.28, 0.09], [0.26, 0.29, 0.08]],
  "lowdin_charge": [-0.306, 0.001, -0.213, 0.069, 0.112, 0.115, 0.071, 0.074, 0.105, 0.130, 0.089, 0.136, 0.134, -0.108, -0.130, -0.578, -0.243, 0.078, 0.072, 0.082, 0.126, 0.095, 0.087]
}



{
  "formula": "C4H15NO2",
  "method": "wB97M-V/def2-TZVPD",
  "homo_energy_ha": -0.351,
  "largest_force_ha_per_bohr": 0.1187,
  "smiles": "CCCCN.O.O",
  "lumo_ev": 0.8,
  "symbols": ["C", "C", "C", "C", "N", "H", "H", "H", "H", "H", "H", "H", "H", "H", "H", "H", "O", "H", "H", "O", "H", "H"],
  "xyz": [[0.548, 2.149, 0.208], [1.594, 1.155, 0.810], [1.755, -0.110, -0.058], [0.576, -1.096, -0.051], [0.073, -1.355, 1.271], [-0.295, 1.573, -0.100], [1.018, 2.464, -0.732], [0.367, 2.849, 0.872], [2.590, 1.538, 0.545], [1.370, 0.899, 1.888], [1.988, 0.218, -1.250], [2.667, -0.707, 0.361], [0.864, -1.998, -0.594], [-0.211, -0.454, -0.619], [0.701, -0.822, 1.868], [0.271, -2.272, 1.746], [-2.373, 0.124, 0.548], [-3.063, 0.007, 1.300], [-1.536, -0.347, 0.773], [-1.385, -0.665, -2.532], [-2.014, -1.410, -2.671], [-1.987, -0.314, -1.867]],
  "forces_ev_per_a": [[2.70, -4.58, -3.00], [-0.05, -0.34, -1.24], [1.57, -1.24, -1.42], [-0.58, 2.01, -2.08], [0.80, -0.83, 2.57], [-1.10, 0.00, 0.14], [-0.29, 0.61, 0.31], [-1.20, 3.74, 2.78], [-0.12, 0.64, 1.56], [0.76, 0.58, -1.10], [-0.55, -0.93, 3.32], [-1.15, 1.14, -0.91], [-0.43, 0.14, -0.18], [1.04, -1.94, 0.62], [-0.53, 0.51, 0.29], [-0.53, 0.57, -1.66], [-1.55, -0.18, 1.35], [2.27, 0.08, -1.92], [-0.86, -0.05, 0.66], [-1.79, -1.14, -0.01], [1.16, -0.06, -0.82], [0.41, 1.27, 0.74]],
  "lowdin_charge": [-0.065, -0.261, -0.247, -0.325, -0.024, 0.040, 0.087, 0.015, 0.097, 0.111, 0.176, 0.123, 0.112, 0.078, 0.045, 0.108, -0.127, 0.089, -0.020, -0.078, 0.060, 0.008]
}



The records above give, respectively, ΔE to the lowest compared entry with this formula, charge and spin values of 40.0; 286.2; 232.3 kJ/mol.
The records above give, respectively, frontier orbital gap values of 8.93; 6.74; 10.37 eV.
The records above give, respectively, molecular weight values of 139.2; 121.2; 109.2 g mol⁻¹.